# C6H14N2O

A cluster of 2 separate species, C6H14N2O in total (the ωB97M-V functional and the def2-TZVPD basis, the Open Molecules 2025 dataset).

Last columns: bonded neighbours and bond lengths (Å).
CARTESIAN COORDINATES (ANGSTROEM)
1 C 1.32 0.48 -1.50  N2 1.453, H6 1.092, H7 1.087, H8 1.092
2 N 1.43 0.21 -0.07  C1 1.453, C3 1.454, C4 1.448
3 C 2.46 1.03 0.55  N2 1.454, H9 1.093, H10 1.089, H11 1.095
4 C 1.38 -1.18 0.33  N2 1.448, O5 1.212, H12 1.106
5 O 1.33 -2.18 -0.35  C4 1.212
6 H 2.25 0.33 -2.04  C1 1.092
7 H 0.61 -0.23 -1.91  C1 1.087
8 H 0.99 1.52 -1.63  C1 1.092
9 H 2.17 2.08 0.55  C3 1.093
10 H 2.64 0.71 1.58  C3 1.089
11 H 3.41 0.96 0.02  C3 1.095
12 H 1.74 -1.26 1.37  C4 1.106
13 C -2.53 0.58 -0.63  C14 1.505, H17 1.091, H18 1.090, H19 1.087
14 C -1.55 -0.29 0.10  C13 1.505, C15 1.508, N16 1.284
15 C -1.78 -0.36 1.59  C14 1.508, H20 1.092, H21 1.088, H22 1.089
16 N -1.11 -1.32 -0.52  C14 1.284, H23 1.009
17 H -3.55 0.24 -0.44  C13 1.091
18 H -2.47 1.62 -0.29  C13 1.090
19 H -2.40 0.52 -1.71  C13 1.087
20 H -2.71 -0.91 1.77  C15 1.092
21 H -0.99 -0.95 2.05  C15 1.088
22 H -1.87 0.63 2.01  C15 1.089
23 H -0.79 -2.24 -0.81  N16 1.009

Properties
LUMO energy   0.81 eV
E_HOMO   -7.95 eV
ΔE to the lowest compared entry with this formula, charge and spin   3.5566 eV
Charge   0
SMILES string   CN(C)C=O.CC(C)=N